No. 1
16
Properties=species:S:1:pos:R:3:forces:R:3:mulliken_charge:R:1 method="wB97M-V/def2-TZVPD" spin_multiplicity=1 e_lumo_ev=-1.715 relative_energy_ev=2.569 total_charge=0
C 0.404347 -2.445068 -0.034025 -1.616 0.519 1.085 -0.98
C -0.201156 -1.012796 -0.179587 -3.629 -3.578 1.087 -0.22
S 0.759631 0.063958 -1.015601 3.238 2.185 2.094 -0.18
S 1.814450 0.313297 1.350468 0.012 -0.302 -3.395 -0.11
C 0.346769 1.125855 1.770668 -1.175 1.344 3.458 -0.83
H -0.380074 -3.188830 0.314729 1.116 0.890 -0.195 0.31
H 1.215995 -2.298173 0.655625 0.132 -0.404 0.866 0.24
H 0.904798 -2.819788 -0.883934 0.072 -0.256 -1.457 0.35
H -1.146597 -1.025969 -0.746120 0.088 -0.458 -0.443 0.39
H -0.683401 -0.757112 0.815275 1.108 0.241 -1.048 0.09
H -0.520010 0.592176 2.196544 0.577 -0.684 -0.333 0.34
H 0.640330 1.724842 2.696683 -0.301 -0.165 -1.210 0.28
H -0.098525 1.758514 1.034350 0.342 0.720 -0.536 0.33
O -1.288642 3.001480 -2.713682 1.134 -1.201 0.814 -0.63
H -0.767650 2.666877 -1.944610 -0.679 0.803 -0.272 0.32
H -1.000264 2.300735 -3.316783 -0.419 0.345 -0.514 0.31

***

No. 2
13
Properties=species:S:1:pos:R:3:forces:R:3:mulliken_charge:R:1 method="wB97M-V/def2-TZVPD" spin_multiplicity=1 e_lumo_ev=0.083 relative_energy_ev=2.515 total_charge=0
H -0.568811 1.136061 -2.225405 0.198 -2.361 -0.590 0.24
N -0.394106 0.065048 -2.394338 -0.064 1.294 2.466 -0.61
C -0.203680 -0.428539 -1.221049 -0.063 1.342 -1.404 0.54
N 0.272652 -1.763133 -0.894673 -0.359 2.342 1.086 -0.29
N 0.646613 -1.670283 0.289288 1.345 -1.666 0.564 -0.22
N 0.533773 -0.416584 0.944774 -0.999 -3.202 -0.540 0.07
C -0.130110 -0.811442 2.256019 -0.538 1.204 -0.264 -0.58
N -0.297182 0.259314 0.052090 -0.216 0.994 -0.733 0.04
S -0.034773 1.948639 0.121266 -1.392 0.245 -0.010 -0.19
H -0.225968 0.151732 2.772862 0.095 -0.321 0.205 0.27
H -1.210758 -1.172093 2.098170 1.838 -0.017 0.128 0.28
H 0.586792 -1.466282 2.812471 -0.985 0.408 -0.680 0.27
H -1.354395 2.291700 0.411840 1.142 -0.263 -0.226 0.18

***

No. 3
13
Properties=species:S:1:pos:R:3:forces:R:3:mulliken_charge:R:1 method="wB97M-V/def2-TZVPD" spin_multiplicity=1 e_lumo_ev=-6.727 relative_energy_ev=8.348 total_charge=+1
C -1.915088 -0.007686 -0.279821 0.333 -0.539 -0.910 -0.18
C -2.713141 0.068488 0.740125 0.655 0.118 -0.918 -0.26
C -0.846192 -0.263595 -1.089600 -1.595 -0.145 3.113 -0.03
C 0.434251 0.220365 -0.592462 1.148 -2.894 2.581 -0.09
N 1.100031 -1.201485 0.566379 -4.065 4.066 0.024 -0.56
N 0.393189 1.150411 0.582337 -1.992 3.623 -3.229 -0.30
H -0.740388 -1.025061 -1.845482 -0.543 0.117 -0.558 0.43
H 1.047320 0.461350 -1.446189 1.112 0.230 0.513 0.34
H 1.857111 -1.585652 0.167883 3.673 -1.619 -2.149 0.24
H 0.440313 -1.966144 0.723961 -0.497 0.370 -0.607 0.26
H 0.544877 0.602340 1.391341 0.722 -0.759 1.413 0.38
H -0.636953 1.547041 0.628220 1.862 -0.902 0.149 0.39
H 1.034665 1.999624 0.453313 -0.812 -1.666 0.577 0.38

***

No. 4
143
Properties=species:S:1:pos:R:3:forces:R:3:mulliken_charge:R:1 method="wB97M-V/def2-TZVPD" s_squared=0.758 spin_multiplicity=2 e_lumo_ev="1.999 / -0.694" total_charge=-1
Y -0.142421 -0.817084 -0.390670 0.517 -1.070 0.991 -0.60
C 0.003895 -4.645768 -1.512747 0.222 0.307 0.373 -1.26
C 0.959529 -4.298201 -0.372338 0.222 -0.821 -0.226 1.12
C 0.815087 -5.356111 0.734827 0.043 0.415 -0.100 -2.20
C 2.399188 -4.309536 -0.895126 -0.339 0.217 0.175 -1.26
O 0.631185 -3.010562 0.120531 -0.166 0.971 0.393 1.09
Ge 1.590159 -2.358604 1.751143 0.271 -0.210 0.241 -1.03
O 2.252121 -0.822734 0.813138 -1.256 -0.619 0.062 0.17
C 3.634387 -0.510100 0.802750 0.996 0.361 -0.095 1.78
C 4.145675 -0.670604 -0.629172 -0.270 -0.015 0.312 -1.12
C 4.457211 -1.413771 1.732382 -0.389 0.038 -0.179 -1.91
C 3.857322 0.936209 1.262789 -0.072 -0.406 -0.040 -2.00
O 0.047389 -1.381776 2.204676 0.800 -0.049 -0.969 1.20
C -0.842497 -1.774770 3.230050 -0.669 -0.318 0.659 1.70
C -0.130991 -2.654112 4.267152 0.035 0.223 -0.366 -2.03
C -2.007420 -2.562307 2.624761 0.255 0.201 -0.017 -1.48
C -1.381793 -0.510904 3.921855 0.253 -0.256 -0.296 -1.58
H 0.328206 -5.554738 -2.014811 0.011 -0.120 -0.062 0.68
H -0.997743 -4.787914 -1.118338 -0.185 -0.041 0.038 0.34
H -0.014545 -3.826817 -2.224056 0.012 -0.087 -0.106 -0.20
H 0.957371 -6.352446 0.322758 0.032 -0.121 -0.057 0.43
H -0.177769 -5.295172 1.171551 -0.189 -0.024 0.083 0.31
H 1.551910 -5.189697 1.520281 0.025 -0.071 0.061 0.39
H 3.095564 -4.154678 -0.070579 0.135 0.029 0.038 0.29
H 2.514230 -3.507719 -1.616862 0.087 0.077 -0.088 -0.02
H 2.629718 -5.252814 -1.383425 0.056 -0.157 -0.025 0.57
H 4.133649 -1.721560 -0.906743 -0.017 -0.146 -0.138 0.37
H 3.467089 -0.129665 -1.281973 -0.032 0.080 -0.170 -0.21
H 5.153237 -0.278400 -0.749502 0.141 0.045 0.037 0.45
H 4.367257 -2.456057 1.434328 0.080 -0.165 0.016 0.43
H 5.505789 -1.128012 1.696886 0.097 0.075 -0.037 0.44
H 4.096040 -1.316069 2.753743 0.054 -0.023 0.172 0.46
H 3.393148 1.618507 0.562121 -0.080 0.189 -0.045 0.13
H 3.405176 1.080141 2.239714 -0.047 0.108 0.053 0.56
H 4.923432 1.151000 1.315334 0.151 -0.018 -0.046 0.50
H 0.154889 -3.600372 3.808829 0.015 -0.176 0.107 0.40
H 0.773696 -2.156593 4.615589 0.068 0.014 0.119 0.39
H -0.788624 -2.846826 5.111018 -0.074 -0.027 0.092 0.48
H -1.630999 -3.210095 1.835207 -0.070 -0.109 -0.042 -0.30
H -2.517645 -3.166996 3.372016 -0.063 -0.024 0.119 0.66
H -2.723334 -1.878716 2.180943 -0.103 -0.039 -0.061 0.22
H -0.622847 -0.074299 4.569807 0.032 0.102 0.056 0.47
H -1.657273 0.214812 3.160297 -0.057 0.075 -0.010 0.05
H -2.262428 -0.751529 4.513786 -0.061 -0.063 0.117 0.43
C -3.029110 -2.616466 -4.849886 0.313 0.277 0.347 -2.13
C -2.431342 -2.324526 -3.456553 -0.528 -0.710 -0.226 1.51
C -3.019062 -3.313001 -2.467490 0.478 0.505 -0.028 -1.18
O -2.660249 -0.990461 -3.064748 -0.073 0.043 0.008 0.29
C -1.724095 -0.216891 -3.789030 0.023 0.176 -0.098 -1.79
C -0.555246 -1.212899 -4.062529 0.391 0.152 -0.320 -0.78
O -1.019273 -2.408590 -3.466912 -0.078 0.005 0.120 0.00
C 0.903902 -0.940751 -3.589881 -0.163 -0.369 -1.146 1.47
O 1.007936 -0.655361 -2.262163 -0.565 0.381 0.218 -0.99
C 1.786019 -2.171537 -3.935544 0.009 -0.165 0.357 0.75
C 3.123398 -2.052496 -3.573661 0.041 -0.135 -0.031 -0.46
C 4.033325 -3.055777 -3.838901 0.043 0.138 0.066 -0.42
C 3.627327 -4.200110 -4.502685 0.013 -0.116 -0.084 -0.93
C 2.309767 -4.310247 -4.905073 0.046 -0.135 -0.069 -0.86
C 1.391029 -3.309581 -4.622525 -0.075 0.016 -0.028 -0.34
C 1.578826 0.094254 -4.505243 0.135 0.271 0.028 0.70
C 1.617957 -0.092011 -5.883453 -0.037 0.050 -0.024 -0.38
C 2.402310 0.713690 -6.685007 -0.021 -0.115 -0.109 -1.06
C 3.178708 1.711915 -6.124128 0.133 0.034 -0.046 -0.76
C 3.151463 1.902826 -4.754684 0.177 -0.058 -0.100 -0.74
C 2.359237 1.099167 -3.955106 -0.083 -0.218 0.040 0.57
C -1.461877 1.109757 -3.036679 -0.598 -0.080 -1.741 0.36
O -0.908167 0.889226 -1.819095 0.204 -0.158 -0.079 1.59
C -2.817731 1.869776 -2.893759 -0.175 -0.019 0.601 0.41
C -4.000913 1.475073 -3.502521 -0.005 -0.216 -0.042 0.04
C -5.156838 2.223253 -3.347477 -0.114 0.011 -0.127 -1.15
C -5.156396 3.376336 -2.586874 0.012 0.043 -0.018 -0.60
C -3.978976 3.777395 -1.980980 0.019 0.061 -0.047 -0.71
C -2.823016 3.036630 -2.139613 0.084 0.053 -0.010 0.31
C -0.655887 2.082976 -3.905746 0.441 0.277 0.211 0.64
C -0.735654 2.153778 -5.290681 -0.150 -0.089 0.094 -0.42
C -0.013467 3.106118 -5.987880 -0.020 0.105 -0.077 -0.87
C 0.776434 4.022902 -5.319472 -0.069 0.094 -0.014 -1.06
C 0.844742 3.975857 -3.939082 -0.082 0.173 0.037 -0.45
C 0.139278 3.012297 -3.248298 -0.223 -0.036 0.075 0.68
H -4.111219 -2.545660 -4.783742 -0.098 0.021 -0.030 0.40
H -2.757636 -3.625928 -5.145210 0.024 -0.097 -0.058 0.42
H -2.676271 -1.919792 -5.605641 0.020 0.047 -0.145 0.37
H -4.100393 -3.211755 -2.469989 -0.110 -0.012 0.026 0.58
H -2.623878 -3.112587 -1.475916 -0.106 -0.102 -0.071 -0.66
H -2.758517 -4.323230 -2.768228 0.013 -0.103 -0.082 0.51
H -2.162351 0.040383 -4.765133 0.147 0.082 0.264 0.64
H -0.507614 -1.352562 -5.154521 0.011 0.033 0.238 0.12
H 3.443193 -1.150101 -3.083579 0.087 0.055 0.076 0.56
H 5.058706 -2.939213 -3.522396 0.142 0.003 0.025 0.43
H 4.332904 -4.992780 -4.709404 0.030 -0.048 -0.034 0.38
H 1.984129 -5.186571 -5.448040 -0.042 -0.085 -0.008 0.45
H 0.370116 -3.449069 -4.938311 -0.094 0.022 0.019 0.38
H 1.063946 -0.898937 -6.340465 -0.024 -0.094 -0.058 0.32
H 2.421708 0.541055 -7.751659 0.011 0.013 -0.102 0.42
H 3.804876 2.326227 -6.755321 0.052 0.083 -0.015 0.38
H 3.763595 2.671249 -4.305791 0.023 0.103 0.067 0.44
H 2.347263 1.225452 -2.883068 0.006 0.038 0.091 -0.11
H -4.064829 0.573891 -4.088533 0.044 -0.118 -0.004 0.51
H -6.068399 1.890412 -3.824451 -0.045 -0.038 -0.034 0.44
H -6.062161 3.949279 -2.460133 -0.089 0.036 0.050 0.41
H -3.961522 4.664715 -1.367695 0.036 0.096 0.100 0.44
H -1.927126 3.354769 -1.636333 0.062 0.070 0.010 -0.11
H -1.360251 1.476386 -5.853345 -0.038 -0.089 -0.041 0.46
H -0.069473 3.132461 -7.066676 -0.021 -0.027 -0.087 0.44
H 1.331510 4.766459 -5.872669 0.070 0.048 -0.042 0.40
H 1.456176 4.688311 -3.404006 0.050 0.044 0.094 0.43
H 0.187278 2.951583 -2.175263 0.128 0.103 0.202 -0.46
O -2.007917 2.649389 0.568508 -0.102 -0.108 -0.074 -0.86
C -2.024791 1.418802 0.534385 -0.957 0.617 0.477 -0.85
O -1.024288 0.691195 0.837280 -0.128 0.141 0.070 2.46
C -3.335178 0.721745 0.234671 0.622 -0.312 -0.045 0.48
C -4.474515 1.474924 0.275008 -0.502 0.017 -0.053 -0.18
C -5.735808 0.889021 0.083214 1.450 -0.836 0.071 -1.47
C -5.826837 -0.487350 -0.054560 -0.188 0.043 0.055 -0.17
C -4.688845 -1.270519 -0.053135 0.526 1.417 0.050 -0.55
C -3.356255 -0.696594 -0.025710 -1.003 0.192 0.190 0.06
O -2.323866 -1.392231 -0.220715 0.673 -0.085 -0.162 0.60
N -4.884931 -2.674392 -0.067835 -0.166 -1.046 0.065 1.17
O -5.929649 -3.098015 -0.546306 -0.155 -0.153 -0.140 -0.73
O -4.035875 -3.399312 0.417731 -0.053 0.053 0.041 -0.55
N -6.903797 1.678519 0.095414 -0.903 0.478 0.039 1.09
O -7.984640 1.118139 -0.036953 -0.053 0.033 -0.042 -0.71
O -6.790017 2.886933 0.236344 0.017 0.061 -0.002 -0.65
H -4.392142 2.535118 0.469327 0.035 -0.056 -0.018 0.91
H -6.796381 -0.962057 -0.123217 0.094 0.037 -0.034 0.68
N 1.158376 2.318531 0.066506 -0.189 -0.047 -0.663 0.13
C 1.444387 3.722411 0.297726 0.029 0.367 -0.077 -0.15
C 0.549727 4.286077 1.403258 0.251 -0.018 0.078 -0.25
C 0.929099 3.872540 2.830180 -0.290 -0.167 0.047 -1.27
C 0.370385 2.517011 3.272522 -0.067 0.119 0.216 0.18
N 1.124119 1.414748 2.736082 0.633 -0.302 0.280 0.04
H 1.566189 1.966100 -0.795053 -0.045 0.166 0.023 -0.20
H 0.149906 2.168450 0.040410 0.308 0.160 -0.031 -1.03
H 1.287457 4.336806 -0.607952 0.092 -0.068 0.094 -0.06
H 2.501521 3.820804 0.586653 -0.095 0.078 -0.079 0.58
H -0.478212 3.974147 1.206578 0.070 0.152 -0.018 -0.26
H 0.585232 5.376779 1.336629 0.039 0.030 -0.045 0.56
H 0.525364 4.623730 3.515306 0.072 0.049 0.004 0.46
H 2.016208 3.865305 2.942150 0.096 0.028 0.087 0.30
H -0.689140 2.481888 2.980873 -0.120 0.090 0.081 -0.09
H 0.418451 2.457540 4.371622 -0.125 0.106 -0.150 0.45
H 0.632394 0.531984 2.829710 0.070 0.226 -0.090 -0.27
H 1.297279 1.549468 1.735689 -0.199 -0.142 0.431 -0.33

***

| no. | maximum force (hartree/bohr) |
| --- | --- |
| 1 | 0.10133 |
| 2 | 0.06606 |
| 3 | 0.11181 |
| 4 | 0.03584 |